[1]
30
Properties=species:S:1:pos:R:3:mulliken_charge:R:1 method="wB97M-V/def2-TZVPD" lumo_ev=0.882 homo_energy_ev=-8.6 homo_lumo_gap_ev=9.5 charge=0 total_energy_ev=-14775.5733
C 2.7535 3.8017 0.2285 -1.123
C -0.2747 1.5467 0.0478 -0.251
C -1.2175 2.3161 -0.6075 -0.339
C 0.8895 2.1585 0.6254 -0.541
C 1.3603 3.3341 0.1340 0.687
C -0.8280 3.6427 -1.0540 -0.473
C 0.4407 4.0788 -0.7432 -0.445
H -0.3406 0.4517 0.0593 0.335
H -2.1800 1.8412 -0.8893 0.346
H 1.3742 1.4664 1.2882 0.409
H -1.4368 4.2869 -1.7048 0.329
H 2.6263 4.9064 0.2846 0.296
H 3.3076 3.5821 -0.7898 0.216
H 0.8084 5.1081 -0.9849 0.215
H 3.4275 3.5464 1.1025 0.334
C -0.7925 -4.1771 -1.7226 -1.211
C -0.7108 -2.1116 2.0440 -0.369
C 0.4656 -2.7432 1.5939 -0.489
C -1.8187 -2.0338 1.1810 -0.500
C 0.4877 -3.2616 0.3140 -0.399
C -1.8344 -2.8400 0.0875 -0.240
C -0.6977 -3.5038 -0.4071 0.793
H -0.6636 -1.6977 3.0238 0.400
H 1.3202 -2.8320 2.3393 0.298
H -2.6708 -1.1674 1.3508 0.227
H 1.4222 -3.8273 0.0639 0.272
H -2.7620 -2.9334 -0.4877 0.291
H 0.0615 -3.9164 -2.3670 0.334
H -1.6426 -3.7244 -2.2213 0.342
H -0.8746 -5.2983 -1.7891 0.257



[2]
30
Properties=species:S:1:pos:R:3:mulliken_charge:R:1 method="wB97M-V/def2-TZVPD" lumo_ev=0.838 homo_energy_ev=-8.5 homo_lumo_gap_ev=9.3 charge=0 total_energy_ev=-14773.7759
C -2.9261 -2.6428 2.6934 -1.225
C 0.5924 -2.9753 1.1600 -0.624
C 0.3548 -2.4540 -0.0900 -0.490
C -0.5173 -3.1518 1.9692 -0.041
C -1.8866 -2.8307 1.7954 0.496
C -0.8937 -1.8918 -0.3460 -0.517
C -1.9165 -2.1986 0.5010 -0.217
H 1.5257 -3.5715 1.3008 0.268
H 1.0032 -2.3435 -0.8390 0.521
H -0.2155 -3.7419 2.8476 0.241
H -1.0827 -1.2781 -1.1418 0.513
H -2.9060 -3.2632 3.5947 0.348
H -3.9981 -2.5726 2.3269 0.311
H -2.9236 -1.7139 0.2567 0.181
H -2.7659 -1.4577 2.7709 0.239
C 2.5427 3.8949 0.3266 -1.167
C -0.4914 2.5528 -1.3893 -0.397
C -0.0831 1.5836 -2.2986 -0.499
C 0.3186 3.4223 -0.5482 -0.669
C 1.6190 2.9498 -0.5256 0.889
C 1.2682 1.3492 -2.4221 -0.202
C 2.1242 1.9931 -1.4940 -0.630
H -1.4779 2.7561 -1.4825 0.458
H -0.6827 1.0697 -3.1115 0.362
H -0.2047 4.2163 0.0821 0.287
H 1.7396 0.5875 -3.0626 0.347
H 3.5420 3.3387 0.2080 0.254
H 2.2337 3.8000 1.3431 0.346
H 3.0352 1.5801 -1.2190 0.317
H 2.5458 4.9897 0.1336 0.305



[3]
41
Properties=species:S:1:pos:R:3:mulliken_charge:R:1 method="wB97M-V/def2-TZVPD" lumo_ev=-0.912 homo_energy_ev=-4.8 homo_lumo_gap_ev=3.9 charge=0 total_energy_ev=-104592.9248
Al -0.8512 0.7803 -0.5450 0.748
O -4.1928 1.7264 1.3104 -0.457
C -3.1912 1.0256 0.8912 0.747
O -2.1103 1.5426 0.6145 -0.461
C -3.3779 -0.4573 0.7580 -0.575
O -2.4244 -0.9502 -0.1515 -0.432
C -2.8699 -1.1081 -1.5147 -0.259
C -3.0226 0.3069 -2.1069 0.498
O -4.0252 0.7275 -2.6097 -0.571
O -1.9003 0.9914 -1.9251 -0.375
H -3.9643 2.6720 1.3058 0.395
H -4.4015 -0.6951 0.4635 0.414
H -3.1634 -0.9276 1.7207 0.415
H -3.8044 -1.6683 -1.6070 0.330
H -0.9597 -1.8792 -1.4816 -0.001
Se -3.0993 -2.4281 -4.3862 -0.425
C -1.6708 -2.4419 -3.2972 -0.606
N -1.7457 -1.8252 -2.1165 0.605
C 2.1458 -1.4545 -1.2755 -0.963
C 1.3894 -0.8648 -2.4434 -0.330
O 0.4248 0.1158 -1.9849 -0.299
H 2.8280 -2.2155 -1.6501 0.506
H 1.4614 -1.9188 -0.5658 0.149
H 2.7256 -0.6905 -0.7536 0.227
H 0.8464 -1.6444 -2.9843 0.343
H 2.0775 -0.3622 -3.1241 0.358
H 0.0090 0.5229 -2.7607 0.366
O 0.5054 1.8736 0.1244 -0.613
C 0.8479 0.8684 0.8382 0.907
O 0.1259 -0.1850 0.7026 -0.585
C 1.9809 0.9078 1.7507 0.015
C 2.6079 2.1252 2.0257 -0.363
C 3.6657 2.1663 2.9130 -0.653
C 4.1076 0.9996 3.5237 -0.353
C 3.4921 -0.2144 3.2423 -0.757
C 2.4271 -0.2647 2.3642 -0.155
H 2.2419 3.0170 1.5351 0.517
H 4.1464 3.1107 3.1311 0.411
H 4.9338 1.0368 4.2212 0.401
H 3.8472 -1.1201 3.7156 0.409
H 1.9372 -1.2008 2.1321 0.473



[4]
66
Properties=species:S:1:pos:R:3:mulliken_charge:R:1 method="wB97M-V/def2-TZVPD" lumo_ev=1.578 homo_energy_ev=-6.4 homo_lumo_gap_ev=8.0 charge=-1 total_energy_ev=-468804.7309
C -1.5188 3.6285 -1.1766 -1.539
C -0.9404 2.2427 -1.4401 0.478
O 0.3093 2.4999 -2.0539 -0.720
B 0.3096 1.8075 -3.3534 0.928
O 1.7548 1.3734 -3.6199 -0.508
C 2.3081 2.2527 -4.2502 0.523
N 2.7964 3.1067 -4.7644 -0.595
O -0.6351 0.7209 -3.0964 -0.573
C -1.6842 1.4689 -2.5847 -0.434
Br -3.1659 0.3921 -1.9428 -0.278
H -1.7048 3.8035 -0.1234 0.284
H -2.4742 3.7389 -1.6779 0.398
H -0.8640 4.3902 -1.5464 0.374
H -0.8712 1.5425 -0.6156 0.448
H -0.0350 2.4535 -4.3293 -0.261
H -1.9200 2.1469 -3.3961 0.452
C 1.8420 -2.9758 -3.2622 0.122
Cl 2.0380 -2.9661 -5.0224 -0.063
Cl 0.2617 -3.6035 -2.8179 -0.120
Cl 3.1154 -3.9370 -2.4950 -0.066
H 1.9193 -1.9588 -2.9039 0.125
C -2.4918 -1.5757 2.0224 0.957
Cl -3.9715 -0.6086 2.0233 -0.139
Cl -2.1450 -2.1836 0.4098 -0.048
Cl -1.1348 -0.6310 2.6419 -0.117
H -2.6411 -2.4156 2.6761 -0.641
C -3.4640 -3.2815 -5.9528 -0.087
Cl -3.4044 -4.9566 -5.3840 -0.146
Cl -3.3122 -2.1500 -4.6198 -0.017
Cl -2.1887 -2.9767 -7.1341 -0.044
H -4.4205 -3.1220 -6.4292 0.302
C 1.6975 4.2130 0.2861 1.233
Cl 0.6738 5.6407 0.5128 -0.169
Cl 3.3521 4.6921 -0.0958 -0.158
Cl 1.6614 3.1927 1.7282 -0.116
H 1.3042 3.6374 -0.5519 -0.734
C 1.0534 5.1483 5.4832 0.019
Cl 1.7598 3.8139 6.4035 -0.125
Cl 2.1970 5.7444 4.2812 -0.103
Cl -0.4513 4.6478 4.7164 -0.099
H 0.8334 5.9534 6.1704 0.325
C 4.3934 6.3548 7.2284 0.391
Cl 3.3488 7.7656 7.4206 -0.132
Cl 6.0369 6.8473 6.8207 -0.134
Cl 4.3792 5.3670 8.6893 -0.121
H 4.0063 5.7584 6.4129 -0.026
C 1.2826 -1.6388 -8.9050 0.178
Cl 2.0439 -2.9506 -8.0021 -0.118
Cl 2.4033 -1.0224 -10.1219 -0.136
Cl -0.2194 -2.1677 -9.6812 -0.139
H 1.0489 -0.8345 -8.2200 0.208
C -5.8479 -2.8751 4.5130 0.036
Cl -4.6488 -3.6201 3.4588 -0.107
Cl -7.0510 -4.0617 5.0247 -0.136
Cl -5.0688 -2.1351 5.9105 -0.113
H -6.3517 -2.0986 3.9542 0.313
C -2.0720 -5.7251 5.5069 0.035
Cl -0.6077 -6.6521 5.8404 -0.134
Cl -2.8510 -5.2277 7.0094 -0.117
Cl -1.7096 -4.3253 4.5007 -0.078
H -2.7586 -6.3608 4.9657 0.267
C 4.8881 -5.1559 1.0541 0.039
Cl 3.3889 -4.2477 1.2179 -0.075
Cl 5.1591 -5.6292 -0.6259 -0.122
Cl 6.2551 -4.2195 1.6658 -0.128
H 4.8040 -6.0552 1.6468 0.282



[5]
46
Properties=species:S:1:pos:R:3:mulliken_charge:R:1 method="wB97M-V/def2-TZVPD" lumo_ev=3.541 homo_energy_ev=-1.6 homo_lumo_gap_ev=5.1 charge=-2 total_energy_ev=-128773.3755
Cd 0.5246 -3.7591 -0.0553 0.478
S 5.3293 -9.3079 0.1210 -0.392
C 4.1505 -8.1294 0.0044 0.092
S 3.0241 -7.7702 1.2389 -0.153
C 2.1515 -6.4637 0.4616 0.063
C 2.5929 -6.1373 -0.7773 0.131
S 1.9977 -4.9133 -1.8658 -0.569
S 3.9493 -7.0967 -1.3439 -0.159
S 0.8223 -5.7835 1.3752 -0.478
C -0.8583 4.4159 -1.6632 -2.039
C 0.1871 4.4332 -0.5455 2.160
C 1.4626 5.0948 -1.0864 -1.652
C -0.3707 5.2887 0.6010 -1.692
C 0.5234 3.0219 -0.0536 0.554
C 1.2512 2.8561 1.1261 -0.479
C 1.6162 1.5988 1.6132 -1.565
C 1.2291 0.5004 0.8833 1.033
O 1.4185 -0.8205 1.1355 -0.346
B 0.7446 -1.5305 0.1115 0.176
O 0.2509 -0.5761 -0.8166 -0.414
C 0.5178 0.6498 -0.2968 0.532
C 0.1562 1.8848 -0.7855 -0.882
H -1.1179 5.4411 -1.9384 0.446
H -1.7694 3.9047 -1.3456 0.414
H -0.4841 3.9183 -2.5590 0.352
H 1.2570 6.1161 -1.4238 0.421
H 1.8600 4.5248 -1.9283 0.373
H 2.2341 5.1340 -0.3153 0.360
H -0.6989 6.2601 0.2199 0.451
H 0.3773 5.4726 1.3731 0.331
H -1.2236 4.7943 1.0701 0.371
H 1.5496 3.7286 1.6949 0.279
H 2.1680 1.4881 2.5376 0.407
H -0.4137 1.9417 -1.7026 0.389
Cl -4.7871 -3.4324 0.3752 -0.415
Si -2.9004 -4.6216 0.5928 0.148
Cl -2.0711 -4.1011 -1.4250 -0.401
Cl -3.7795 -6.5413 0.0301 -0.389
N -3.4030 0.6386 1.3506 -0.584
C -2.4688 -0.3125 0.9352 0.756
N -2.7448 -0.8554 -0.2932 -0.371
O -1.5088 -0.6003 1.6212 -0.570
H -3.8302 1.1707 0.6098 0.234
H -3.0548 1.1969 2.1131 0.267
H -3.7176 -1.0876 -0.4413 0.283
H -2.1431 -1.6347 -0.5324 0.049



[6]
40
Properties=species:S:1:pos:R:3:mulliken_charge:R:1 method="wB97M-V/def2-TZVPD" lumo_ev=0.514 homo_energy_ev=-8.5 homo_lumo_gap_ev=9.0 charge=0 total_energy_ev=-53973.8012
C 3.6649 -1.4196 0.6597 -1.559
C 2.9598 -0.4584 1.5521 1.247
N 1.8799 -0.6696 2.1995 -0.888
N 1.1592 -1.8243 2.0366 0.031
C 0.6910 -2.3175 0.8779 0.529
O 0.9752 -1.9355 -0.2473 -0.731
C -0.3236 -3.4331 1.1343 0.634
O -0.6099 -3.7881 2.2638 -0.698
N -0.7986 -3.9383 -0.0072 -0.090
H -0.4866 -3.4800 -0.8556 0.235
C -1.8828 -4.8817 -0.0769 -0.733
H -2.2139 -5.0534 0.9502 0.348
H -1.5390 -5.8245 -0.5159 0.326
C -3.0395 -4.3295 -0.9097 -0.421
O -3.5183 -3.1632 -0.2841 -0.479
H -4.2718 -2.8194 -0.7739 0.290
H -2.6844 -4.1049 -1.9274 0.334
H -3.8251 -5.0950 -0.9753 0.344
H 0.6728 -2.1455 2.8715 0.338
C 3.4902 0.9357 1.6627 -1.060
H 3.2140 1.3656 2.6267 0.362
C 2.8464 1.8033 0.5658 0.666
O 3.5006 2.4679 -0.2004 -0.640
N 1.4926 1.7213 0.6006 -0.039
C 0.5662 2.2522 -0.2857 -0.070
C 0.8938 3.2053 -1.2475 -0.368
C -0.0659 3.7080 -2.1050 -0.802
C -1.3741 3.2627 -2.0082 0.421
C -1.7302 2.3126 -1.0631 -0.792
C -0.7622 1.8138 -0.2122 0.757
Cl -1.2133 0.6124 0.9541 -0.230
H -2.7480 1.9641 -0.9922 0.423
Cl -2.5818 3.8877 -3.0702 -0.220
H 0.2017 4.4445 -2.8454 0.418
H 1.9157 3.5397 -1.3180 0.500
H 1.1000 1.0717 1.2810 0.128
H 4.5701 0.9749 1.5339 0.375
H 3.6272 -2.4226 1.0855 0.385
H 4.6973 -1.1237 0.5002 0.422
H 3.1533 -1.4618 -0.3043 0.309